Record 1
{
  "formula": "C21H29AgBrClF10NO5S2",
  "method": "ωB97M-V/def2-TZVPD",
  "symbols": ["C", "C", "C", "S", "O", "O", "C", "F", "F", "C", "F", "F", "C", "F", "F", "C", "F", "F", "F", "C", "C", "C", "C", "F", "C", "Br", "C", "C", "C", "Cl", "C", "C", "N", "C", "C", "C", "C", "O", "S", "O", "O", "H", "H", "H", "H", "H", "H", "H", "H", "H", "H", "H", "H", "H", "H", "H", "H", "H", "H", "H", "H", "H", "H", "H", "H", "H", "H", "H", "H", "H", "Ag"],
  "xyz": [[0.811, 1.444, 3.122], [0.237, 0.527, 2.286], [0.296, 0.332, 0.810], [2.192, -0.231, 0.498], [2.291, -1.557, -0.029], [2.842, -0.008, 1.752], [3.262, 0.789, -0.675], [3.398, 2.022, -0.221], [2.777, 0.877, -1.942], [4.695, 0.124, -0.825], [5.548, 1.150, -0.948], [5.055, -0.580, 0.244], [4.868, -0.755, -2.106], [5.069, 0.044, -3.164], [3.797, -1.527, -2.332], [6.100, -1.710, -1.999], [6.378, -2.134, -3.243], [5.810, -2.775, -1.256], [7.168, -1.072, -1.526], [-0.864, -0.704, 0.337], [-0.503, -1.476, -0.972], [0.213, -0.882, -2.193], [-0.253, -1.587, -3.464], [0.242, -2.869, -3.507], [-0.952, -1.864, 1.417], [-2.155, -3.322, 0.908], [0.325, -2.521, 1.983], [0.907, -3.794, 1.336], [-2.320, 0.046, 0.247], [-3.420, -0.818, -0.931], [-3.184, -0.033, 1.529], [-2.842, 0.804, 2.783], [-4.096, 1.311, 3.378], [-2.331, 1.503, -0.360], [-2.261, 1.591, -1.899], [-3.637, 2.246, -0.006], [-3.727, 3.661, -0.614], [-1.325, 2.383, 0.274], [0.162, 2.003, 0.119], [0.543, 2.039, -1.281], [0.914, 2.901, 0.916], [0.641, 2.512, 3.118], [1.425, 1.055, 3.933], [-0.342, -0.190, 2.849], [-1.383, -1.993, -1.335], [0.139, -2.299, -0.665], [0.094, 0.180, -2.388], [1.279, -1.108, -2.150], [-1.346, -1.643, -3.490], [0.044, -1.035, -4.361], [-1.480, -1.491, 2.284], [1.129, -1.819, 2.190], [0.040, -2.831, 2.993], [0.494, -4.039, 0.361], [1.980, -3.667, 1.194], [0.784, -4.658, 1.984], [-3.283, -1.072, 1.838], [-4.214, 0.203, 1.284], [-2.337, 0.192, 3.530], [-2.198, 1.651, 2.546], [-4.121, 1.100, 4.368], [-4.121, 2.323, 3.335], [-1.732, 2.503, -2.178], [-3.260, 1.622, -2.317], [-1.747, 0.753, -2.360], [-3.724, 2.363, 1.069], [-4.478, 1.660, -0.368], [-4.336, 3.653, -1.519], [-2.760, 4.076, -0.893], [-4.215, 4.342, 0.079], [0.949, 2.401, -3.383]],
  "total_charge": 1,
  "total_energy_ha": -6224.2648,
  "homo_lumo_gap_ev": 6.2,
  "molar_mass_g_mol": 852.8,
  "lumo_energy_ev": -5.495,
  "multiplicity": 1
}

***

Record 2
{
  "formula": "C21H29BiN8O3S3",
  "method": "ωB97M-V/def2-TZVPD",
  "symbols": ["Bi", "C", "C", "N", "N", "C", "O", "C", "C", "C", "C", "C", "C", "C", "C", "C", "C", "C", "N", "H", "H", "H", "H", "H", "H", "H", "H", "H", "H", "H", "H", "C", "C", "S", "C", "C", "S", "C", "C", "S", "H", "H", "H", "H", "H", "H", "H", "H", "H", "H", "H", "H", "N", "N", "C", "N", "N", "N", "O", "O", "H", "H", "H", "H", "H"],
  "xyz": [[0.397, 0.321, -0.543], [-1.798, 3.244, 2.353], [-1.085, 2.605, 1.211], [-0.617, 1.408, 1.256], [-0.682, 0.706, 2.434], [0.231, -0.236, 2.462], [1.050, -0.484, 1.483], [0.326, -1.064, 3.679], [1.454, -1.855, 3.886], [1.558, -2.634, 5.026], [0.529, -2.634, 5.958], [-0.600, -1.850, 5.753], [-0.701, -1.061, 4.621], [-0.776, 3.394, -0.011], [-1.276, 4.671, -0.190], [-0.857, 5.410, -1.291], [0.045, 4.849, -2.172], [0.484, 3.552, -1.937], [0.089, 2.843, -0.883], [-2.011, 2.510, 3.123], [-1.178, 4.032, 2.785], [-2.725, 3.707, 2.013], [2.253, -1.845, 3.157], [2.439, -3.238, 5.192], [0.608, -3.244, 6.847], [-1.399, -1.853, 6.482], [-1.571, -0.442, 4.458], [-1.972, 5.094, 0.517], [-1.232, 6.412, -1.447], [0.409, 5.392, -3.031], [1.159, 3.064, -2.625], [-0.998, -3.184, -0.493], [-1.031, -3.151, -2.015], [0.021, -1.849, -2.712], [-1.079, -1.012, -3.880], [-2.357, -0.405, -3.317], [-2.137, 0.749, -1.920], [-3.332, 0.112, -0.710], [-3.151, -1.336, -0.277], [-1.503, -1.682, 0.394], [0.017, -3.359, -0.131], [-1.616, -4.001, -0.120], [-2.044, -3.036, -2.398], [-0.668, -4.112, -2.380], [-1.348, -1.720, -4.665], [-0.448, -0.247, -4.334], [-3.055, -1.174, -2.993], [-2.851, 0.164, -4.104], [-4.328, 0.248, -1.132], [-3.249, 0.785, 0.145], [-3.352, -2.031, -1.088], [-3.872, -1.550, 0.513], [3.183, -2.011, -0.142], [4.286, -1.510, -0.835], [4.137, -0.630, -1.836], [5.219, -0.287, -2.520], [2.876, -0.166, -1.996], [2.571, 0.605, -3.055], [3.360, 0.998, -3.889], [1.364, 0.898, -3.116], [3.151, -1.636, 0.800], [3.241, -3.021, -0.110], [5.214, -1.842, -0.610], [6.105, -0.732, -2.346], [5.121, 0.352, -3.295]],
  "total_charge": 2,
  "total_energy_ha": -2889.9913,
  "homo_lumo_gap_ev": 7.1,
  "molar_mass_g_mol": 746.7,
  "lumo_energy_ev": -6.266,
  "multiplicity": 1
}

***

Record 3
{
  "formula": "C21H29FN2O2",
  "method": "ωB97M-V/def2-TZVPD",
  "symbols": ["O", "C", "N", "H", "C", "H", "C", "C", "C", "C", "C", "C", "H", "H", "H", "H", "H", "H", "H", "H", "H", "H", "H", "H", "C", "C", "C", "C", "O", "N", "C", "H", "H", "C", "H", "H", "C", "C", "C", "C", "C", "C", "C", "H", "H", "H", "F", "H", "H", "H", "H", "H", "H", "H", "H"],
  "xyz": [[1.260, 0.993, 0.011], [0.443, 0.676, 0.848], [0.633, 0.846, 2.172], [-0.071, 0.531, 2.820], [1.861, 1.365, 2.731], [1.630, 2.222, 3.374], [2.628, 0.306, 3.531], [3.861, 0.929, 4.186], [4.637, -0.115, 4.984], [5.051, -1.275, 4.085], [3.825, -1.904, 3.432], [3.050, -0.859, 2.635], [2.169, -1.317, 2.180], [3.676, -0.477, 1.826], [4.130, -2.719, 2.773], [3.178, -2.324, 4.206], [5.589, -2.025, 4.669], [5.726, -0.908, 3.308], [5.520, 0.345, 5.431], [4.009, -0.492, 5.795], [3.559, 1.748, 4.842], [4.506, 1.344, 3.408], [1.969, -0.078, 4.321], [2.463, 1.707, 1.887], [-0.926, 0.082, 0.503], [-2.025, 1.155, 0.663], [-2.593, 1.573, -0.693], [-3.118, 0.353, -1.421], [-4.242, 0.263, -1.875], [-2.215, -0.654, -1.463], [-0.889, -0.446, -0.938], [-0.347, -1.394, -0.968], [-0.325, 0.277, -1.541], [-2.512, -1.863, -2.191], [-3.600, -1.928, -2.260], [-2.129, -2.724, -1.633], [-1.913, -1.843, -3.610], [-2.487, -0.685, -4.373], [-1.834, 0.539, -4.382], [-2.429, 1.617, -5.008], [-3.656, 1.520, -5.634], [-4.297, 0.293, -5.629], [-3.720, -0.796, -5.004], [-4.236, -1.744, -4.995], [-5.258, 0.192, -6.109], [-4.091, 2.387, -6.105], [-1.785, 2.807, -5.001], [-0.870, 0.665, -3.912], [-0.827, -1.754, -3.545], [-2.158, -2.784, -4.102], [-1.816, 2.045, -1.297], [-3.411, 2.282, -0.567], [-1.624, 2.034, 1.173], [-2.841, 0.760, 1.272], [-1.126, -0.748, 1.189]],
  "total_charge": 0,
  "total_energy_ha": -1177.5352,
  "homo_lumo_gap_ev": 9.2,
  "smiles": "O=C(NCC1CCCCC1)[C@H]1CCC(=O)N(CCc2cccc(F)c2)C1",
  "molar_mass_g_mol": 360.5,
  "lumo_energy_ev": 0.507,
  "multiplicity": 1
}

***

Record 4
{
  "formula": "C21H29GaO16P",
  "method": "ωB97M-V/def2-TZVPD",
  "symbols": ["C", "C", "C", "Ga", "C", "C", "C", "P", "O", "H", "H", "H", "H", "H", "H", "H", "H", "H", "C", "C", "O", "C", "O", "O", "H", "H", "H", "H", "C", "C", "O", "C", "O", "O", "H", "H", "H", "H", "C", "C", "O", "C", "O", "O", "H", "H", "H", "H", "C", "C", "O", "C", "O", "O", "H", "H", "H", "H", "C", "C", "O", "C", "O", "O", "H", "H", "H", "H"],
  "xyz": [[1.329, -1.864, 4.480], [0.142, -1.793, 3.894], [-1.176, -1.364, 3.074], [-2.710, -1.088, 4.436], [-3.953, 0.382, 3.654], [-3.322, 1.814, 4.105], [-2.719, 2.898, 4.580], [-3.767, -3.135, 4.850], [-5.308, -3.060, 5.084], [2.370, -1.731, 4.967], [-1.460, -2.197, 2.334], [-1.039, -0.371, 2.515], [-2.092, -0.451, 5.797], [-3.869, 0.290, 2.495], [-5.048, 0.310, 3.995], [-1.910, 3.541, 5.103], [-3.188, -3.700, 6.052], [-3.382, -4.030, 3.772], [0.481, -3.815, -0.206], [0.520, -3.093, -1.516], [0.135, -1.772, -1.169], [0.422, -1.608, 0.153], [0.377, -0.555, 0.731], [0.767, -2.790, 0.734], [1.222, -4.614, -0.147], [-0.507, -4.231, 0.014], [1.523, -3.065, -1.950], [-0.171, -3.519, -2.247], [-0.415, 2.560, 0.704], [-0.378, 3.285, -0.605], [-0.763, 4.605, -0.254], [-0.473, 4.767, 1.069], [-0.517, 5.820, 1.648], [-0.128, 3.585, 1.646], [0.327, 1.762, 0.760], [-1.402, 2.144, 0.924], [0.626, 3.313, -1.040], [-1.069, 2.859, -1.336], [-7.188, 0.325, -0.242], [-6.807, -1.114, -0.072], [-5.402, -1.100, -0.267], [-4.972, 0.163, 0.014], [-3.818, 0.479, 0.113], [-6.021, 1.017, 0.171], [-8.044, 0.605, 0.374], [-7.400, 0.581, -1.285], [-7.021, -1.487, 0.934], [-7.294, -1.763, -0.802], [2.451, 1.239, -2.339], [3.909, 0.990, -2.113], [4.038, -0.406, -2.335], [3.000, -0.779, -3.134], [2.897, -1.864, -3.654], [2.095, 0.228, -3.271], [2.255, 2.232, -2.748], [1.857, 1.106, -1.429], [4.541, 1.522, -2.831], [4.224, 1.253, -1.102], [7.325, -0.241, -4.356], [7.363, 0.484, -5.665], [6.981, 1.804, -5.313], [7.270, 1.966, -3.991], [7.228, 3.017, -3.412], [7.614, 0.780, -3.413], [8.065, -1.041, -4.301], [6.336, -0.656, -4.136], [8.367, 0.510, -6.100], [6.671, 0.061, -6.396]],
  "total_charge": -1,
  "total_energy_ha": -4287.4343,
  "homo_lumo_gap_ev": 6.4,
  "molar_mass_g_mol": 638.1,
  "lumo_energy_ev": 1.631,
  "multiplicity": 1
}